Below is a molecular structure, C12H21EuI2InN5O3S2, with properties calculated with ωB97M-V/def2-TZVPD.

XYZ file:
```
47
Properties=species:S:1:pos:R:3
I 3.278 1.078 -2.278
I 3.497 -2.839 -0.081
In 0.477 -2.194 0.310
Eu -0.213 1.546 -0.866
S 0.980 -0.922 -1.959
S 1.633 0.426 0.972
C -2.599 0.691 -2.180
C 0.775 -1.839 -3.536
C 1.481 0.918 2.733
C 1.407 -3.217 -3.332
C -0.738 -1.975 -3.676
C 1.453 -1.109 -4.700
C 2.513 0.075 3.489
C 0.089 0.456 3.158
C 1.759 2.426 2.824
C -1.617 -3.429 -0.792
C -1.065 -2.730 2.454
O -3.532 0.249 -2.695
O -2.532 -4.095 -0.572
O -1.958 -3.199 3.008
H 0.947 -3.764 -2.495
H 2.471 -3.104 -3.095
H 1.287 -3.790 -4.265
H -1.171 -2.453 -2.787
H -0.980 -2.598 -4.544
H -1.241 -1.013 -3.784
H 1.078 -0.081 -4.826
H 1.273 -1.702 -5.621
H 2.535 -1.065 -4.504
H 2.467 0.331 4.559
H 3.521 0.248 3.089
H 2.276 -0.996 3.345
H -0.087 0.696 4.219
H 0.012 -0.639 3.037
H -0.718 0.874 2.547
H 1.742 2.775 3.865
H 1.066 3.037 2.222
H 2.764 2.625 2.425
N -2.283 4.983 1.806
N -2.721 3.768 1.356
N -3.627 3.060 2.072
C -3.272 1.796 1.782
N -2.118 1.718 1.053
N -1.727 2.992 0.850
H -1.744 5.454 1.090
H -2.974 5.592 2.207
H -3.863 0.936 2.117
```

The strongest force on any atom comes out at 5.0 eV/A. The HOMO-LUMO gap (spin up / spin down) is 5.0 / 5.2 eV. As for the charge: +4. The total energy is -88702.181 eV. Its expectation value of S² is 12.130. The calculation puts the highest occupied orbital energy (spin up / spin down) at -0.760 / -0.764 hartree. Its spin multiplicity is 7.